No. 1
# C30H27Br4Cl40F10N3O2

A structure of composition C30H27Br4Cl40F10N3O2 (ωB97M-V/def2-TZVPD, the Open Molecules 2025 dataset).

The geometry in ORCA input format:
```
! wB97M-V def2-TZVPD RIJCOSX def2/J DEFGRID3
* xyz 0 1
C 0.5229 4.2647 0.6248
N 0.1259 2.8019 0.6264
C 0.7334 2.1781 -0.5872
C -0.2362 1.2062 -1.4235
Br -0.0459 1.9009 -3.3378
O -1.5040 0.9290 -0.9835
C -2.5974 1.8548 -0.9354
C -2.3225 3.3720 -1.2374
C -3.1015 4.1436 -2.3741
C -3.1059 3.8077 -3.9343
N -3.7709 5.2291 -2.0398
C -2.9788 1.7560 0.6549
Br -1.9303 0.5810 1.8998
C -4.0370 2.4008 1.2955
C -4.3439 2.1911 2.8607
Br -5.2390 3.6321 0.3844
C -3.7259 1.1027 -1.7904
F -3.1126 0.9010 -3.0704
F -4.8788 1.8289 -2.1039
C -4.2169 -0.3258 -1.3305
F -3.4823 -1.0141 -0.3776
F -4.1692 -1.1857 -2.4750
C -5.7586 -0.4491 -0.8653
F -6.1613 0.5440 0.0327
F -5.7772 -1.6367 -0.0583
C -6.8041 -0.7675 -2.0305
F -8.1035 -0.4540 -1.5330
F -6.8295 -2.1662 -2.2153
F -6.6671 -0.0849 -3.2084
C 0.5795 -0.2288 -1.5559
C 0.1113 -1.4114 -0.6255
C 0.7049 -1.5459 0.8527
C 1.6963 -0.4342 1.3639
F 2.4452 -1.0234 2.4676
N 0.5452 -0.7279 -2.9859
Br -1.0163 -1.6318 -3.4318
C 1.7868 -1.4559 -3.3352
C 2.8850 -0.3735 -3.8278
O 2.7714 -0.0798 -5.2354
H 0.3770 4.6965 1.6611
H 1.6616 4.2751 0.4416
H 0.0339 4.8514 -0.2093
H 0.5340 2.4530 1.4989
H 1.7312 1.7450 -0.2848
H 1.0028 3.0774 -1.2498
H -1.2360 3.6695 -1.4593
H -2.5162 3.9743 -0.2791
H -3.8705 2.9803 -4.1477
H -3.4568 4.6928 -4.5750
H -2.0727 3.5452 -4.3456
H -4.2054 5.6429 -2.8743
H -4.4314 1.0801 3.1238
H -5.3811 2.6235 3.0908
H -3.6020 2.7432 3.5150
H 1.7037 -0.0825 -1.3813
H -1.0114 -1.5281 -0.5495
H 0.4653 -2.3810 -1.1362
H -0.1812 -1.6416 1.5754
H 1.2579 -2.5458 0.9779
H 1.0842 0.3951 1.8395
H 2.4869 -0.0785 0.6257
H 2.2696 -2.0038 -2.4483
H 1.6558 -2.1775 -4.2142
H 3.9304 -0.6399 -3.4749
H 2.6035 0.5936 -3.2713
H 2.9039 0.8910 -5.2879
C 5.5274 1.2762 1.8143
Cl 5.7281 -0.4591 1.5014
Cl 5.1727 1.5316 3.5342
Cl 7.0226 2.1329 1.3844
Cl 4.1836 1.9015 0.8331
C 10.6425 4.6929 1.5079
Cl 10.3770 6.1464 0.5223
Cl 10.5698 5.1180 3.2304
Cl 9.3840 3.4935 1.1440
Cl 12.2387 4.0089 1.1346
C 8.2154 -3.0420 -0.5982
Cl 8.8787 -1.3966 -0.6690
Cl 9.4921 -4.1711 -0.1039
Cl 6.8819 -3.0888 0.5783
Cl 7.6052 -3.5044 -2.1998
C -7.7583 -4.0389 1.9028
Cl -7.4048 -2.6048 2.8901
Cl -7.6003 -3.6239 0.1821
Cl -6.6160 -5.3359 2.3124
Cl -9.4140 -4.5911 2.2280
C 11.7801 1.9558 5.7287
Cl 12.1371 3.3830 6.7235
Cl 11.9481 2.3757 4.0124
Cl 12.9153 0.6522 6.1345
Cl 10.1189 1.4143 6.0450
C -11.4150 -2.4351 -1.1752
Cl -11.2306 -1.8875 0.5037
Cl -12.2978 -3.9759 -1.2017
Cl -12.3210 -1.2184 -2.0983
Cl -9.8121 -2.6570 -1.9029
C -3.5475 -6.0853 -0.2006
Cl -3.4593 -6.7902 -1.8279
Cl -4.0591 -7.3327 0.9569
Cl -1.9481 -5.4680 0.2643
Cl -4.7205 -4.7542 -0.1949
C -9.5302 -8.0882 0.2659
Cl -7.7611 -8.1754 0.3892
Cl -10.0737 -9.0519 -1.1239
Cl -10.2601 -8.7296 1.7524
Cl -10.0255 -6.3977 0.0463
C 7.9039 -7.2340 2.5377
Cl 8.6178 -6.6391 4.0507
Cl 7.1867 -5.8751 1.6483
Cl 9.1672 -7.9895 1.5441
Cl 6.6461 -8.4319 2.9074
C 7.6374 8.9019 1.9547
Cl 7.9965 10.3365 2.9381
Cl 7.8066 9.3070 0.2335
Cl 8.7706 7.5998 2.3684
Cl 5.9751 8.3654 2.2754
*
```

Calculated values
Orbital gap, eV: 8.2

***

No. 2
# C30H27CeN9O3S

A structure of composition C30H27CeN9O3S (ωB97M-V/def2-TZVPD, the Open Molecules 2025 dataset).

The geometry in ORCA input format:
```
! wB97M-V def2-TZVPD RIJCOSX def2/J DEFGRID3
* xyz 2 1
Ce 0.0198 -0.5677 -0.7897
N 2.2502 -3.0775 2.7560
C 1.4250 -2.4746 1.8815
S 2.2171 -1.5228 0.6328
N 0.1481 -2.7160 2.0303
N -0.6494 -2.0972 1.1014
C -1.9004 -2.3078 1.2630
C -2.8977 -1.7395 0.3509
C -4.2426 -1.9510 0.5788
C -5.1688 -1.3888 -0.2912
C -4.7178 -0.6372 -1.3604
C -3.3531 -0.4734 -1.5284
N -2.4560 -1.0091 -0.6938
H 3.2378 -3.1131 2.5736
H 1.8542 -3.7535 3.3905
H -2.2292 -2.9267 2.0936
H -4.5581 -2.5454 1.4255
H -6.2281 -1.5390 -0.1309
H -5.4009 -0.1843 -2.0648
H -2.9618 0.0970 -2.3608
O 0.3929 -2.1127 -5.1777
C -0.0917 -2.0221 -4.0905
N -0.5794 -0.7504 -3.6631
C 0.1519 0.1682 -3.1805
O 1.2707 -0.0436 -2.4750
C -0.4258 1.5398 -3.0348
C -0.5560 2.4760 -4.0341
C -1.0730 3.7134 -3.6625
C -1.4363 3.9406 -2.3421
C -1.2894 2.9238 -1.4131
N -0.7926 1.7399 -1.7662
C -0.2817 -3.2000 -3.1952
C -0.4483 -4.4376 -3.7826
C -0.4957 -5.5539 -2.9645
C -0.3242 -5.3841 -1.6027
C -0.1504 -4.1081 -1.0963
N -0.1620 -3.0127 -1.8705
H -0.2611 2.2516 -5.0500
H -1.1880 4.4964 -4.4005
H -1.8344 4.8955 -2.0290
H -1.5667 3.0418 -0.3734
H -0.5164 -4.5046 -4.8591
H -0.6363 -6.5397 -3.3873
H -0.3121 -6.2275 -0.9266
H 0.0194 -3.9665 -0.0414
C 3.1832 1.9935 3.7934
N 1.8378 1.5599 3.4061
N 1.3907 1.6370 2.1155
C 0.2588 0.9054 2.0185
O -0.3846 0.8594 0.8700
C -0.0112 0.3432 3.2588
C 1.0134 0.7590 4.0972
C 1.2940 0.4122 5.5167
C 1.8583 2.6324 1.1942
C 2.2349 2.2537 -0.0816
C 2.6470 3.2175 -0.9888
C 2.7040 4.5502 -0.6029
C 2.3285 4.9189 0.6834
C 1.8894 3.9619 1.5861
H 3.7045 2.3492 2.9114
H 3.7246 1.1483 4.2110
H 3.1200 2.7979 4.5219
H -0.8388 -0.2935 3.5156
H 0.4763 -0.1768 5.9235
H 1.4124 1.3080 6.1269
H 2.2116 -0.1738 5.5997
H 2.2174 1.2171 -0.3922
H 2.9403 2.9208 -1.9874
H 3.0451 5.3014 -1.3024
H 2.3690 5.9570 0.9839
H 1.5713 4.2442 2.5823
*
```

Calculated values
Orbital gap, eV: 6.5
Relative energy (zero: lowest compared OMol25 entry of this formula, charge and spin), kJ/mol: 70.2

***

No. 3
# C30H27Cl5N5O8RuSSe2

A structure of composition C30H27Cl5N5O8RuSSe2 (ωB97M-V/def2-TZVPD, the Open Molecules 2025 dataset).

The geometry in ORCA input format:
```
! wB97M-V def2-TZVPD RIJCOSX def2/J DEFGRID3
* xyz -2 6
Ru 0.1617 -0.2148 -0.0337
C 7.2653 -2.3067 -4.4003
C 6.4050 -1.9239 -3.2171
C 5.1647 -2.5210 -3.0078
C 4.3662 -2.1618 -1.9309
C 4.8134 -1.1919 -1.0442
C 6.0569 -0.5960 -1.2249
C 6.8440 -0.9599 -2.3102
S 3.7804 -0.6964 0.3269
O 4.5966 0.2121 1.1027
O 3.3405 -1.9105 0.9546
N 2.5186 -0.0005 -0.3441
C 2.5371 1.2969 -0.7927
C 3.6723 2.1022 -1.0519
C 3.4900 3.4098 -1.4365
C 2.2023 3.9270 -1.5587
C 1.1473 3.0696 -1.3166
N 1.2975 1.7867 -0.9846
H 6.8141 -3.1266 -4.9621
H 8.2603 -2.6210 -4.0740
H 7.3942 -1.4590 -5.0783
H 4.8159 -3.2800 -3.7026
H 3.4019 -2.6318 -1.7719
H 6.3949 0.1320 -0.4947
H 7.8145 -0.4932 -2.4550
H 4.6603 1.6954 -0.9056
H 4.3519 4.0406 -1.6292
H 2.0247 4.9616 -1.8202
H 0.1260 3.4220 -1.3773
C -1.1254 -5.1556 -0.1204
N -1.6555 -4.2404 -1.0979
C -1.1062 -2.9864 -1.4152
Se 0.7777 -2.6244 -1.4136
N -1.8779 -2.5571 -2.5072
C -3.0038 -3.3404 -2.6500
C -4.1292 -3.2280 -3.4463
C -5.1089 -4.2300 -3.3394
C -4.9516 -5.2999 -2.4742
C -3.8052 -5.4190 -1.6676
C -2.8465 -4.4295 -1.7694
H -0.2024 -4.7366 0.2770
H -0.9020 -6.1200 -0.5904
H -1.8376 -5.3172 0.6951
H -1.7536 -1.6131 -2.8373
H -4.2636 -2.3746 -4.1019
H -6.0155 -4.1506 -3.9293
H -5.7327 -6.0480 -2.3998
H -3.6922 -6.2438 -0.9716
C -0.9034 1.3343 -4.6280
C -1.1534 1.2645 -3.1358
N -1.8872 2.2634 -2.6233
O -0.7113 0.3194 -2.4822
H -0.6742 2.3558 -4.9422
H -1.7982 0.9932 -5.1571
H -0.0740 0.6761 -4.8738
H -2.2782 2.9785 -3.2073
H -2.1750 2.2801 -1.6498
Cl -3.5256 -0.2737 -1.1980
C -3.0033 -1.4493 -0.0244
C -1.6099 -1.6078 0.2384
C -1.3638 -2.3856 1.4099
Cl 0.2608 -2.3226 2.0374
C -2.3025 -3.1622 2.0353
Cl -1.8771 -4.1324 3.4164
C -3.6204 -3.1803 1.5512
Cl -4.7811 -4.3003 2.1903
C -3.9661 -2.2786 0.5361
Cl -5.6076 -2.2348 -0.0197
O -3.1476 3.3181 -0.2248
Se -2.8697 2.6516 1.2250
O -2.2776 3.6516 2.3451
O -1.3684 1.6946 0.6992
O -3.9590 1.5919 1.7487
C -1.2819 0.5269 2.8790
C -0.5635 1.0428 1.6620
O 0.6484 1.3078 1.6775
H -0.5954 -0.0622 3.4764
H -2.1701 -0.0428 2.6237
H -1.5924 1.4089 3.4434
*
```

Calculated values
Orbital gap (alpha / beta), eV: 3.9 / 6.4
Relative energy (zero: lowest compared OMol25 entry of this formula, charge and spin), kJ/mol: 237.9